(1)
Entry from the OMol25 dataset: a structure of composition C28H21CsN9S5 at a distorted geometry (the ωB97M-V functional and the def2-TZVPD basis).

Calculated values
charge	-1
energy above the lowest of the compared OMol25 structures with the same formula, charge and spin	0.0	kcal/mol
largest force on an atom	1.4	eV/Å
lowest unoccupied orbital energy	1.1	eV
E	-3583.688586	a.u.
multiplicity	1

Geometry as XYZ:
```
64
Properties=species:S:1:pos:R:3:mulliken_charge:R:1
Cs -0.59158 -1.74716 -0.16542 0.76
S 7.70479 -0.53712 0.67749 0.09
S -3.46514 -3.24508 -0.96861 -0.14
S -2.13849 -3.57922 -2.46110 -0.64
S -2.83354 -2.57101 2.26263 -0.55
S -2.65970 -4.01841 0.84860 -0.20
N 6.55093 -0.55031 1.81440 -0.68
N 1.72698 -0.86510 1.49163 0.12
N 6.77948 -0.57377 -0.65155 -0.69
N -3.23273 2.02265 -3.67122 -0.02
N -2.99163 0.90207 -0.16336 0.09
N -2.11651 0.42808 -2.59367 -0.09
N -2.90489 -0.11931 3.32264 -0.15
N -1.76230 1.50533 2.31525 -0.72
N 1.96621 -0.49169 -1.22142 -0.18
C 0.19353 1.44443 5.47829 -0.64
C -3.58391 1.75758 -1.16148 -0.76
C -2.50359 1.35764 -4.64409 0.34
C -2.75958 0.66941 2.22210 0.31
C 2.95473 -0.70609 0.97906 -0.35
C 4.43989 -0.52581 -2.48498 -0.69
C 2.64706 -0.80617 3.69872 -0.66
C -1.21383 1.26940 3.56709 0.41
C 4.08554 -0.64495 1.80216 0.69
C -1.60728 0.59574 -6.69219 -0.38
C 4.35242 -0.58823 -1.09241 0.61
C 5.39494 -0.58523 1.17992 0.82
C -0.15126 1.89239 4.21428 -0.46
C -3.70288 0.61398 1.06319 -0.59
C -2.94053 1.41124 -2.47298 0.20
C -1.90621 0.22857 4.20475 0.46
C 3.28462 -0.42421 -3.22011 -0.77
C -1.06791 -0.59581 -4.64180 -0.26
C 3.08622 -0.59757 -0.49255 -0.47
C 3.91398 -0.67798 3.18788 -0.81
C -0.49591 0.39001 6.09371 -0.40
C 5.52681 -0.59785 -0.23958 0.81
C 1.58152 -0.92673 2.80296 -0.61
C -1.82335 0.34392 -3.94825 0.28
C -2.40327 1.50978 -6.02176 -1.00
C -0.95944 -0.44717 -6.01422 -0.91
C -1.55989 -0.23624 5.46705 -0.89
C 2.07016 -0.38283 -2.53305 -0.25
H -0.64702 -1.44685 -4.11768 0.57
H 0.56816 -1.07662 3.16702 0.54
H 1.14031 -0.25301 -3.07720 0.40
H 5.41733 -0.54785 -2.95013 0.49
H 3.29935 -0.36574 -4.29981 0.45
H -1.50555 0.67201 -7.76805 0.37
H 0.38720 2.70019 3.73386 0.43
H -4.13959 -0.38753 0.99781 0.12
H -3.86610 2.78783 -3.81194 0.19
H -4.51963 1.32134 1.27466 0.26
H -3.50912 -0.92257 3.39143 0.22
H 1.01931 1.90918 6.00370 0.40
H -2.05238 1.21631 0.04015 0.21
H -2.09689 -1.05000 5.93696 0.45
H -3.45994 2.83120 -0.93864 0.28
H -0.38594 -1.16866 -6.58310 0.40
H 4.78615 -0.60902 3.82587 0.50
H 2.46491 -0.83419 4.76381 0.50
H -4.65727 1.57015 -1.25426 0.42
H -2.93340 2.29145 -6.55274 0.36
H -0.19439 0.06113 7.08027 0.39
```

(2)
Entry from the OMol25 dataset: a structure of composition C28H21MnN4O4 at a distorted geometry (the ωB97M-V functional and the def2-TZVPD basis).

Calculated values
charge	+1
largest force on an atom	3.7	eV/Å
lowest unoccupied orbital energy (spin up / spin down)	-5.6 / -7.7	eV
E	-2750.222164	a.u.
expectation value of S²	4.249
multiplicity	4

Geometry as XYZ:
```
58
Properties=species:S:1:pos:R:3:lowdin_spin:R:1
Mn 11.54905 9.79946 8.70390 2.54
O 18.02253 9.84960 9.89522 0.00
O 13.54254 9.73855 8.86153 -0.03
O 11.74121 10.15568 10.90544 0.00
O 11.63086 10.06464 6.49787 -0.02
N 12.86407 14.16615 4.42544 -0.01
N 8.99248 12.61410 5.60487 -0.01
N 9.89820 11.29320 8.73068 0.05
N 13.54421 11.10922 5.76023 0.01
C 8.67702 10.72708 8.78851 0.02
C 14.08997 9.87776 11.29400 0.00
C 12.20244 11.02788 5.90931 0.01
C 16.48095 9.91358 11.78610 -0.01
C 10.22408 15.47518 8.93791 0.09
C 12.42926 9.73022 13.18773 0.00
C 8.65574 9.27667 8.68484 0.10
C 8.87006 13.47823 8.93936 0.07
C 9.84943 7.21607 8.71266 -0.02
C 8.98820 14.87372 8.86279 -0.02
C 15.15612 9.95809 12.20356 0.00
C 12.69818 9.93382 11.72340 0.00
C 10.03582 12.63618 8.93499 0.05
C 7.44883 8.58059 8.73024 0.01
C 11.27698 13.27404 9.03696 0.05
C 8.65316 6.51936 8.77384 0.09
C 16.75683 9.79400 10.40037 0.00
C 11.48672 12.13473 5.22771 -0.01
C 10.11400 12.39671 5.44210 0.00
C 7.45066 7.19537 8.75620 0.06
C 12.24236 13.24300 4.78325 0.00
C 14.39426 9.78167 9.86076 0.00
C 9.86093 8.59976 8.67291 -0.06
C 15.72449 9.76898 9.45281 -0.01
C 7.61430 12.86021 9.03635 -0.02
C 11.38182 14.66192 9.03833 0.00
C 7.50674 11.49377 8.96432 0.05
C 19.07491 10.19533 10.79538 0.00
H 6.74775 13.50936 9.12149 0.00
H 15.89669 9.70673 8.39242 0.00
H 6.52041 6.65373 8.81585 0.00
H 8.72068 5.44159 8.84327 0.00
H 20.00417 10.08227 10.23568 0.00
H 18.94866 11.21753 11.19297 0.00
H 10.27969 16.55994 8.88800 0.00
H 14.91578 10.03768 13.26686 0.00
H 6.50458 9.13278 8.67830 0.00
H 10.76904 6.67828 8.76120 -0.01
H 12.36021 15.11988 9.16683 0.00
H 12.15989 12.65402 9.19585 0.00
H 11.36817 9.73306 13.37392 0.00
H 14.12954 10.42796 6.23100 0.00
H 6.54499 11.01069 8.99675 0.00
H 14.00383 11.84491 5.21488 0.00
H 12.93442 10.49534 13.77559 0.00
H 8.08980 15.50511 8.75223 0.00
H 19.11809 9.45337 11.60552 0.00
H 17.30666 9.87330 12.54040 0.00
H 12.86765 8.76604 13.52017 0.00
```

(3)
Entry from the OMol25 dataset: a structure of composition C28H21N6NiO2Te (the ωB97M-V functional and the def2-TZVPD basis).

Calculated values
charge	-1
energy above the lowest of the compared OMol25 structures with the same formula, charge and spin	24.5	kcal/mol
largest force on an atom	0.4	eV/Å
lowest unoccupied orbital energy (spin up / spin down)	1.3 / 1.2	eV
E	-3334.952898	a.u.
expectation value of S²	2.147
multiplicity	3

Geometry as XYZ:
```
59
Properties=species:S:1:pos:R:3:lowdin_spin:R:1
Te 1.85141 2.49836 -2.91700 0.23
Ni 0.30101 0.80162 -1.93132 0.85
O 8.48271 -4.17135 1.87192 0.01
O 2.24226 0.48448 -1.90620 0.00
N 3.94561 0.17471 3.38498 0.12
N 5.09636 -0.20024 3.87088 0.29
N 0.45057 0.59914 0.09965 0.07
N -6.74109 0.82012 -1.53863 0.00
N -1.65404 0.92455 -2.23348 0.01
N -6.43545 2.54072 -2.92603 0.00
C 5.87546 -1.18767 3.24025 0.02
C 3.62185 0.17258 2.06661 0.03
C 2.21078 0.34282 1.77318 0.01
C 4.05164 0.32331 -0.33467 -0.01
C -5.85797 1.58433 -2.25699 0.00
C -2.18948 1.97480 -2.86244 0.00
C 2.69732 0.41882 -0.63537 0.10
C -4.40351 1.32876 -2.24920 0.00
C -10.32146 1.75021 -1.75718 0.00
C -0.09407 0.60156 2.42526 0.03
C 5.36741 -2.30139 2.56792 0.04
C -3.55259 2.21266 -2.89661 0.00
C 8.10059 -2.12907 2.97404 -0.01
C -0.43261 0.69170 1.07995 0.02
C -3.84871 0.22898 -1.60733 0.00
C -8.86888 3.17281 -3.08539 0.00
C -9.26364 0.98612 -1.30706 0.00
C 7.98193 -5.20487 1.05897 0.00
C 6.20283 -3.31072 2.10217 0.00
C 1.23436 0.41036 2.76651 0.03
C -7.99863 1.34082 -1.76756 0.00
C -7.78755 2.41323 -2.63961 0.00
C 7.26065 -1.13928 3.44726 0.03
C -10.12761 2.83017 -2.63663 0.00
C 7.57526 -3.22318 2.29535 0.03
C 1.77043 0.44673 0.42364 0.00
C -2.47553 0.06383 -1.62590 0.00
C 4.50947 0.18419 0.96312 0.08
H 7.46908 -4.80882 0.17704 0.00
H -2.00310 -0.77639 -1.13486 0.00
H 5.57266 0.12216 1.13965 0.01
H 5.76450 -4.15702 1.59088 0.00
H 7.28956 -5.85309 1.60675 0.00
H -8.71125 4.00338 -3.76040 0.00
H -10.98626 3.40177 -2.96354 0.00
H -1.46563 0.85127 0.78379 0.00
H 9.17154 -2.07555 3.12810 0.00
H -6.51059 0.05335 -0.93461 0.00
H 8.84087 -5.79303 0.74192 0.00
H -11.32425 1.51392 -1.42580 0.00
H -3.95017 3.07765 -3.40685 0.00
H -0.86493 0.68294 3.17993 0.00
H 4.30080 -2.38019 2.40258 0.00
H 1.55052 0.32615 3.79764 0.00
H -1.47455 2.63902 -3.33240 0.01
H -9.41594 0.15581 -0.62999 0.00
H 4.75427 0.36683 -1.15907 0.00
H -4.44732 -0.51005 -1.09142 0.00
H 7.66306 -0.29482 3.99361 0.00
```

(4)
Entry from the OMol25 dataset: a structure of composition C28H22AsF10N8ReS4 at a distorted geometry (the ωB97M-V functional and the def2-TZVPD basis).

Calculated values
charge	-1
energy above the lowest of the compared OMol25 structures with the same formula, charge and spin	73.1	kcal/mol
largest force on an atom	2.5	eV/Å
lowest unoccupied orbital energy (spin up / spin down)	0.3 / 1.2	eV
E	-6423.689875	a.u.
expectation value of S²	1.019
multiplicity	2

Geometry as XYZ:
```
74
Properties=species:S:1:pos:R:3:lowdin_spin:R:1
Re -0.26715 -0.19051 -0.52495 1.20
As -0.34834 -3.63638 -1.24890 0.01
S -0.26802 -3.06889 0.82749 -0.33
S 0.09395 -1.72452 -2.33037 -0.03
S -2.26088 -4.34720 -1.84460 0.01
S 1.13730 -5.06666 -1.74222 -0.02
F -2.59809 5.77651 2.06003 0.00
F -0.86664 3.82358 2.29594 0.00
F -4.72577 5.62433 0.30762 0.00
F -3.03445 1.51731 -1.26146 0.00
F 5.05445 0.28682 -4.43160 0.00
F 3.30204 1.72214 -5.97067 0.00
F 4.45778 -0.51062 -2.01003 0.00
F 0.18655 1.62210 -2.41222 0.02
F -4.82818 3.46304 -1.40649 0.00
F 0.83224 2.35700 -4.91584 0.00
N -5.91982 -0.93653 -2.80592 0.00
N -4.14134 -1.73805 -1.47071 0.00
N -1.30072 1.27610 0.89614 0.01
N 1.79462 0.10882 -0.86853 0.03
N -6.75645 0.45192 -4.21289 0.00
N -2.28297 -0.92322 -0.65422 0.01
N 1.03890 0.30938 1.53205 0.01
N -6.05692 -0.59313 -4.09912 0.00
C -3.79638 4.64976 0.36163 0.01
C -7.51067 1.22623 -0.27057 0.00
C 1.60336 1.64989 1.66478 0.00
C -2.99682 -1.08746 -1.76069 0.01
C -6.57121 -0.02335 -2.02809 0.00
C -1.87448 3.63352 1.40405 0.00
C -6.74872 0.14857 -0.66080 0.00
C 0.05102 0.04537 2.56484 0.00
C -2.99841 -1.48739 0.36742 0.00
C -2.69313 -0.60731 -3.12806 0.00
C -8.07613 2.11383 -1.19850 0.00
C 1.40196 1.25293 -2.91633 0.01
C -7.88690 1.96577 -2.55097 0.00
C -1.13791 0.98128 2.32135 0.00
C 2.24976 0.48543 -2.07151 0.00
C -1.96153 2.42808 0.64752 0.00
C 1.71624 1.65117 -4.19407 0.00
C 2.08871 -0.69522 1.42767 0.00
C 2.71414 -0.59134 0.02102 0.00
C -7.12158 0.87943 -2.97039 0.00
C -2.75393 4.69249 1.27717 0.00
C 3.50766 0.19179 -2.66569 0.01
C 3.84373 0.60215 -3.94358 0.00
C -4.14801 -2.00600 -0.13058 0.00
C -2.92750 2.53110 -0.38612 0.00
C 2.95977 1.32954 -4.73082 0.01
C -3.84328 3.55684 -0.49719 0.00
C -5.15801 -2.08831 -2.41374 0.00
H 2.02893 1.79162 2.66581 0.00
H -0.25887 -0.99810 2.46831 0.00
H -4.70887 -2.50094 -3.32200 0.00
H -3.56589 -0.12565 -3.56312 0.00
H -2.40727 -1.44394 -3.76599 0.00
H -4.92727 -2.57478 0.33086 0.00
H 2.89769 -1.60700 -0.35867 0.00
H -5.80525 -2.84625 -1.95630 0.00
H 2.84479 -0.56963 2.21566 0.00
H -2.62739 -1.49770 1.37173 0.00
H -7.67215 1.39543 0.78495 0.00
H 2.37612 1.80769 0.91781 0.00
H 1.62432 -1.67843 1.54398 0.00
H -6.29244 -0.51354 0.05915 0.00
H -8.29997 2.65345 -3.26752 0.00
H -0.98719 1.88107 2.91750 0.00
H 0.84110 2.40394 1.49853 0.00
H 0.45153 0.20793 3.57683 0.00
H -8.66296 2.93936 -0.82577 0.00
H -2.06553 0.51271 2.68395 0.00
H -1.87107 0.10426 -3.11044 0.00
H 3.67324 -0.06356 0.06863 0.00
```

Among the records above, which one has the highest charge? C28H21MnN4O4

Which of these has the highest largest force on an atom? C28H21MnN4O4

E of number 1 (C28H21CsN9S5)? -3583.688586 a.u.